No. 1
Below is a molecular structure, C41H63Br48N7O6PS at a distorted geometry, with properties calculated with ωB97M-V/def2-TZVPD.

F_max = 0.115 hartree/bohr
Charge = +1
Total energy = -126726.408371 a.u.
E_LUMO = -2.647 eV

CARTESIAN COORDINATES (ANGSTROEM)
C 0.4699 -1.4488 4.0116
C -0.3625 -2.7461 3.7592
O -0.4007 -3.5480 4.5917
O -0.9849 -2.8913 2.5284
C -2.3658 -2.5364 2.8052
C -3.1144 -1.7761 1.6476
C -2.5081 -1.9094 0.2045
C -3.1317 -0.7012 -0.6338
C -3.3595 -1.0539 -2.1376
C -2.1031 -0.8323 -3.0699
C -1.8902 0.7060 -3.3591
C -0.3883 1.1953 -3.2031
N 0.2608 0.8341 -1.9344
C -0.0352 1.3168 -0.7484
N 0.5155 0.9925 0.4643
C -0.1087 1.6848 1.4822
N -1.0145 2.4220 0.8236
C -1.9058 3.2893 1.6154
C -2.6945 2.4823 2.7109
C -3.8257 1.5873 2.0783
C -5.0693 2.4565 1.6627
S -6.0357 1.6565 0.2890
C -6.2374 -0.0803 0.6906
N -6.8181 -0.9223 -0.1539
N -6.8171 -2.1620 0.3902
C -6.2226 -1.9997 1.5530
O -5.8337 -0.7427 1.8271
N -0.9989 2.2692 -0.4889
O -1.8760 2.9443 -1.2385
C -1.4870 4.2338 -1.7823
C -0.5317 5.1714 -0.9761
C -1.4303 6.2740 -0.2572
C 0.4037 6.0086 -1.9681
C 1.8932 6.0722 -1.4234
C 1.9945 6.6947 0.0101
C 2.6219 4.6754 -1.5180
P 1.5639 -0.3607 -1.9657
N 1.3075 -1.5083 -0.9587
O 1.7399 -1.0471 -3.4540
O 2.9608 0.4705 -1.6193
H 0.9724 -1.1926 3.0556
H 1.1840 -1.5772 4.8402
H -0.2625 -0.6418 4.2686
H -2.3347 -1.8293 3.6743
H -2.9329 -3.4264 3.1452
H -3.1561 -0.6966 1.9262
H -4.1736 -2.1329 1.6727
H -2.8130 -2.8980 -0.1994
H -1.4053 -1.8002 0.2023
H -4.1495 -0.5460 -0.1871
H -2.5732 0.2437 -0.4608
H -4.1719 -0.4198 -2.5513
H -3.6561 -2.1222 -2.2560
H -1.2348 -1.3239 -2.5782
H -2.2744 -1.3904 -4.0175
H -2.1034 0.8331 -4.4510
H -2.5979 1.3647 -2.8214
H -0.2922 2.2945 -3.3163
H 0.1336 0.7562 -4.0840
H 0.0792 1.6203 2.5576
H -2.6657 3.8176 1.0141
H -1.2899 4.0431 2.1512
H -3.2331 3.2290 3.3477
H -2.0383 1.9170 3.4014
H -4.1774 0.9230 2.8977
H -3.4597 1.0279 1.1958
H -4.7714 3.4637 1.2884
H -5.7675 2.5980 2.5117
H -6.1144 -2.8864 2.1862
H -2.4429 4.7997 -1.9005
H -1.0852 4.1689 -2.8254
H 0.1550 4.7022 -0.2497
H -1.7447 7.0158 -1.0291
H -0.8393 6.8004 0.5264
H -2.3709 5.8524 0.1545
H 0.0218 7.0375 -2.1228
H 0.4846 5.5360 -2.9723
H 2.4525 6.7222 -2.1454
H 3.0669 6.9057 0.2025
H 1.6955 5.8980 0.7370
H 1.3483 7.5879 0.1098
H 3.0396 4.5483 -2.5438
H 3.5173 4.7618 -0.8481
H 1.9733 3.8259 -1.2135
H 1.2944 -2.3803 -1.4861
H 2.0826 -0.3666 -4.0550
H 3.0818 1.1783 -2.2707
C -9.2020 3.0699 4.2186
Br -9.3187 1.6148 5.4837
Br -8.4433 4.6581 5.0171
Br -8.2484 2.5489 2.6176
H -10.2132 3.3153 3.9208
C -5.8203 0.0073 5.0155
Br -3.8920 -0.1719 4.9801
Br -6.6915 -1.6842 4.6989
Br -6.4348 0.8396 6.6451
H -6.0955 0.6654 4.1998
C 3.7465 0.1219 6.2956
Br 4.8446 -1.2656 5.5031
Br 2.5695 0.9839 5.0182
Br 2.7502 -0.5424 7.8104
H 4.4234 0.8809 6.6656
C 7.2948 -1.4556 1.9720
Br 9.1455 -1.1939 1.4825
Br 6.0979 -0.8843 0.5723
Br 6.9469 -3.2774 2.5146
H 7.1031 -0.8273 2.8329
C 1.8271 -3.4244 -6.5863
Br 1.1278 -1.6489 -6.9097
Br 1.2942 -4.0868 -4.8535
Br 1.3628 -4.6526 -8.0011
H 2.9062 -3.3427 -6.5786
C 5.8594 6.7441 -2.6843
Br 4.9151 8.3589 -3.1732
Br 5.4543 6.1872 -0.8769
Br 5.5588 5.3185 -3.9568
H 6.9158 6.9785 -2.7148
C -6.0398 -4.8263 7.2388
Br -7.9199 -4.3887 7.0824
Br -5.4079 -5.8356 5.7167
Br -4.9544 -3.2564 7.5597
H -5.9329 -5.4695 8.1147
C 0.9753 10.1850 -2.3955
Br 2.4357 11.0583 -1.4851
Br -0.5105 9.8531 -1.2016
Br 0.4245 11.1596 -3.9686
H 1.3392 9.2206 -2.7299
C 9.6997 5.6575 -3.9542
Br 9.5704 7.1748 -2.7592
Br 8.9250 6.0372 -5.6829
Br 11.5166 5.0238 -4.1061
H 9.1192 4.8555 -3.5150
C 3.7522 0.0591 11.7595
Br 2.8519 1.7405 12.0878
Br 5.6739 0.2600 11.7807
Br 3.1608 -1.3191 12.9772
H 3.4786 -0.2616 10.7606
C -3.4826 -7.0082 9.5948
Br -3.0180 -5.5685 10.7956
Br -2.6613 -8.6752 10.1174
Br -5.4000 -7.1861 9.3991
H -3.0871 -6.7500 8.6201
C -0.0600 -8.3937 -8.8557
Br -0.5398 -7.1762 -10.2779
Br -1.5772 -9.4227 -8.2480
Br 1.4239 -9.5250 -9.3510
H 0.2689 -7.7893 -8.0193
C -2.8149 0.1079 -8.4424
Br -2.9471 -1.3656 -7.2012
Br -1.9226 1.6316 -7.6491
Br -1.9840 -0.4258 -10.1009
H -3.8247 0.4181 -8.6774
C 4.8032 -9.8336 -6.9578
Br 3.5622 -8.4732 -6.3726
Br 6.5916 -9.1329 -7.1610
Br 4.7663 -11.3824 -5.8044
H 4.4771 -10.1597 -7.9373
C 3.2161 -4.3825 2.4378
Br 3.1237 -2.5597 1.8324
Br 2.2594 -4.6359 4.0921
Br 2.6316 -5.6179 1.0712
H 4.2574 -4.6000 2.6368
C 10.2034 -11.1610 -8.1726
Br 9.2952 -12.0572 -6.7218
Br 12.0218 -11.7823 -8.3734
Br 9.2128 -11.2918 -9.8271
H 10.2536 -10.1112 -7.9153


No. 2
Below is a molecular structure, C41H64BBaBrF2GeN7O4P3 at a distorted geometry, with properties calculated with ωB97M-V/def2-TZVPD.

F_max = 0.052 hartree/bohr
<S²> = 0.754
Spin multiplicity = 2
Charge = -1
Total energy = -8210.278914 a.u.
E_LUMO (alpha / beta) = 2.126 / 1.515 eV

CARTESIAN COORDINATES (ANGSTROEM)
Ba 10.7312 12.9046 10.4102
C 13.9189 15.4335 11.2773
C 14.3829 15.2299 9.8398
C 13.9113 16.3894 8.9236
P 13.8313 13.6046 9.2710
C 15.2436 12.4737 9.7291
N 15.9234 12.7454 10.9770
Ge 15.2805 11.9899 12.6622
N 15.1268 10.1005 12.4444
C 13.8654 9.3729 12.6634
P 12.4178 9.6074 11.3446
C 12.6335 8.3526 9.9917
C 12.4748 6.8371 10.1854
C 13.7602 8.6780 9.0688
C 11.0383 8.7292 12.3038
C 11.5115 7.6258 13.2808
C 10.2202 9.8034 13.0425
C 16.2250 9.4349 12.0093
C 16.2548 8.1588 11.4735
C 17.4119 7.6163 10.9292
C 18.5606 8.4161 10.9000
C 18.5138 9.7584 11.3317
C 17.3847 10.2085 11.9744
N 17.3991 11.4516 12.7209
C 18.1022 12.5319 11.9265
C 19.4794 12.6373 11.8834
C 19.9844 13.4051 10.8587
C 19.1473 13.9552 9.8415
C 17.8038 13.8239 9.8897
C 17.2474 13.1235 10.9528
C 17.8267 11.2699 14.1322
C 18.9862 10.6107 14.5286
C 19.2695 10.5731 15.8972
C 18.3864 11.0894 16.7838
C 17.2221 11.6611 16.3705
C 16.8570 11.7779 15.0030
N 15.6639 12.3017 14.5169
C 14.9839 13.2560 15.3992
P 13.1062 13.1726 14.9355
C 12.5514 11.7412 15.9447
C 11.0934 11.9445 16.4609
C 13.4860 11.2219 17.0380
C 12.4277 14.7058 15.7368
C 13.0340 14.9659 17.1284
C 12.6420 15.9060 14.7832
C 14.2043 13.4771 7.4034
C 14.2919 12.0027 7.0080
C 13.1256 14.1166 6.5878
H 14.5245 16.2402 11.7781
H 13.9762 14.4507 11.8985
H 12.9067 15.7720 11.2199
H 15.5075 15.1946 9.7665
H 12.8460 16.4443 8.7265
H 14.3883 16.3881 7.9391
H 14.2807 17.3412 9.3569
H 16.0020 12.5185 8.9204
H 14.9195 11.4291 9.7934
H 13.3420 9.8680 13.4755
H 14.0078 8.3189 12.9090
H 11.7512 8.6034 9.3514
H 13.2812 6.3681 10.7501
H 12.6093 6.3826 9.1154
H 11.5515 6.5931 10.6848
H 14.7213 8.2626 9.3525
H 13.9983 9.7911 9.0083
H 13.4896 8.3998 8.0361
H 10.4960 8.2585 11.5100
H 11.8687 8.0777 14.1653
H 12.4010 7.1431 12.8369
H 10.7003 6.8903 13.5268
H 10.8544 10.7090 13.3268
H 9.7674 9.3424 13.9118
H 9.3969 10.2937 12.5215
H 15.3925 7.5234 11.5331
H 17.4844 6.6196 10.6187
H 19.4913 8.0664 10.5004
H 19.3975 10.3378 11.2489
H 20.0722 12.1933 12.6965
H 21.0838 13.4245 10.7903
H 19.5369 14.5093 9.0054
H 17.1488 14.1738 9.0568
H 19.6963 10.1382 13.8491
H 20.1623 10.1180 16.3826
H 18.6169 10.8200 17.8044
H 16.5808 12.0140 17.1540
H 15.4199 14.2043 15.1491
H 15.1302 13.0443 16.4328
H 12.6127 10.9108 15.2074
H 11.0968 12.7848 17.1277
H 10.7994 11.0455 16.9980
H 10.3728 12.0675 15.6613
H 13.5105 11.7684 17.9997
H 14.4879 11.1896 16.6395
H 13.2794 10.1872 17.2707
H 11.3662 14.5411 15.7792
H 14.1311 15.1952 17.0172
H 12.9557 14.1028 17.8148
H 12.5379 15.8364 17.6199
H 13.7121 16.1730 14.7092
H 12.1213 16.8034 15.1522
H 12.2079 15.7039 13.7826
H 15.1931 13.9915 7.3182
H 15.1338 11.4535 7.4507
H 14.3775 11.9532 5.9366
H 13.3031 11.5247 7.2485
H 12.2184 14.1677 7.1735
H 13.3001 15.0956 6.2611
H 12.8579 13.5271 5.7006
O 8.4143 13.4422 8.9855
H 8.0821 12.6651 8.5137
H 8.3647 14.1427 8.3598
O 10.7245 12.1026 7.6582
H 10.4039 12.6009 6.8964
H 10.0553 11.4393 7.8706
Br 8.9655 10.0936 9.2220
O 10.8734 13.4630 13.0203
O 10.0208 14.5354 12.3159
N 10.1049 13.7125 5.4077
C 9.9754 14.6391 6.1032
N 9.8121 15.6193 6.9518
C 10.4750 15.5570 8.1013
N 10.8591 15.4348 9.2004
F 9.5039 14.2733 14.6531
B 9.5293 13.6927 13.4418
F 8.5887 12.7559 13.0888